Entry 1
Here is a 7-piece molecular cluster, C5H22NO8 overall from OMol25. Energies are from ωB97M-V/def2-TZVPD.

```
36
Properties=species:S:1:pos:R:3
O 1.537 -1.563 0.615
C 0.495 -1.075 0.105
O 0.552 -0.064 -0.654
C -0.890 -1.608 0.489
C -1.888 -0.585 1.085
C -2.526 0.348 0.088
C -3.112 1.606 0.722
N -1.369 -2.489 -0.601
H -0.861 -2.355 1.306
H -2.644 -1.187 1.618
H -1.345 -0.017 1.869
H -1.845 0.555 -0.738
H -3.103 -0.311 -0.603
H -3.896 1.319 1.421
H -2.285 2.147 1.204
H -3.426 2.376 0.006
H -1.241 -2.027 -1.495
H -0.734 -3.265 -0.726
H 3.747 -2.141 -1.440
H 3.028 -2.328 -0.112
O 3.734 -2.710 -0.666
H -0.076 2.122 0.806
H 0.977 2.900 1.652
O 0.476 2.079 1.598
H -0.433 -0.486 -2.354
H 0.064 0.395 -3.377
O -0.668 -0.247 -3.263
H 0.673 2.348 -2.185
H 1.728 1.116 -2.028
O 1.167 1.662 -2.625
H 1.971 -0.942 2.413
H 1.998 0.532 2.738
O 2.461 -0.289 2.939
H 2.028 1.877 0.333
H 2.896 0.682 0.032
O 2.809 1.626 -0.170
```

Its net charge is -1. The multiplicity is 1. Its HOMO-LUMO gap is 8.39 eV. The LUMO energy is 2.64 eV. The calculation puts the HOMO energy at -5.74 eV.

---

Entry 2
Here is a 7-piece molecular cluster, C5H22NO8 overall from OMol25. Energies are from ωB97M-V/def2-TZVPD.

```
36
Properties=species:S:1:pos:R:3
C 1.065 1.148 1.637
N 0.745 0.131 0.793
C 1.827 -0.595 0.162
C 2.016 -2.039 0.696
C -0.583 0.119 0.112
C -1.693 0.059 1.141
O -3.015 0.078 0.587
O 2.220 1.451 1.907
H 0.271 1.691 2.166
H 2.773 -0.059 0.188
H 1.619 -0.715 -0.905
H 1.096 -2.558 0.415
H 2.022 -2.086 1.781
H 2.919 -2.395 0.202
H -0.611 0.988 -0.571
H -0.557 -0.745 -0.556
H -1.645 0.957 1.775
H -1.643 -0.802 1.806
H -2.358 -0.173 -3.253
H -2.935 0.501 -0.282
O -2.371 0.028 -2.313
H -0.074 -1.233 3.340
H -0.314 -2.592 2.793
O 0.278 -2.130 3.410
H -1.465 -2.323 0.333
H -1.185 -3.788 0.399
O -1.505 -3.064 0.951
H 1.686 0.677 -3.724
H 0.325 0.770 -3.075
O 0.887 0.146 -3.637
H -1.581 0.713 -2.246
H -1.262 2.530 -2.556
O -0.614 1.848 -2.355
H 0.745 2.879 -1.749
H 1.811 2.585 -0.726
O 1.531 3.293 -1.314
```

Its net charge is -1. The multiplicity is 1. Its HOMO-LUMO gap is 8.85 eV. The LUMO energy is 2.89 eV. The calculation puts the HOMO energy at -5.96 eV.

---

Unit: eV. Relative energies: entry 1 0.000; entry 2 0.917.

---

Entry 1
Here is a 2-piece molecular cluster, C2H7O2 overall from OMol25. Energies are from ωB97M-V/def2-TZVPD.

```
11
Properties=species:S:1:pos:R:3
C 1.979 0.341 0.122
C -1.869 0.141 -0.080
O -0.701 -0.546 0.204
O 1.108 -0.432 -0.571
H 2.006 1.448 -0.133
H 2.013 0.030 1.156
H 2.752 -0.229 -0.382
H -2.473 -0.340 -0.813
H -2.462 -0.082 0.720
H -1.532 1.102 -0.265
H -0.821 -1.434 0.041
```

Its net charge is +1. The multiplicity is 1. Its HOMO-LUMO gap (alpha / beta) is 7.87 / 8.05 eV. The LUMO energy (alpha / beta) is -8.74 / -8.65 eV. The calculation puts the HOMO energy (alpha / beta) at -16.61 / -16.70 eV.

---

Entry 2
Here is a 2-piece molecular cluster, C2H7O2 overall from OMol25. Energies are from ωB97M-V/def2-TZVPD.

```
11
Properties=species:S:1:pos:R:3
O 0.071 2.035 -1.511
H -0.238 2.007 -2.475
H 0.066 -2.240 1.503
H 0.566 2.889 -1.490
C -0.483 -1.708 0.855
C 0.335 -0.529 0.375
O 0.185 0.638 0.624
H -1.517 -1.564 1.356
H -0.784 -2.381 0.037
H 1.521 -0.645 0.455
H 0.277 1.497 0.271
```

Its net charge is +1. The multiplicity is 1. Its HOMO-LUMO gap is 10.40 eV. The LUMO energy is -6.15 eV. The calculation puts the HOMO energy at -16.56 eV.

---

Unit: eV. Relative energies: entry 1 3.397; entry 2 0.000.